ORCA calculation (ωB97M-V with the def2-TZVPD basis set) on a 2-piece molecular cluster, C3H14OSi3 overall in a non-equilibrium geometry.

Structure (XYZ):
```
21
C3H14OSi3, DFT ωB97M-V with the def2-TZVPD basis set
C 3.55735 -1.72952 -1.15688
C 3.25568 0.07481 0.55059
C 2.73194 -0.52374 -0.71588
O -0.70110 -1.18987 1.41728
Si -4.75380 -0.00726 -0.56686
Si -2.51304 0.69692 -0.13488
Si -0.79203 -0.76712 -0.16109
H 3.36210 -1.95710 -2.27242
H 4.56524 -1.40695 -1.09985
H 3.42083 -2.52738 -0.44037
H 3.31532 -0.73127 1.39768
H 2.56753 0.85955 0.81523
H 4.24298 0.36339 0.27733
H 2.63762 0.24526 -1.43523
H -0.71673 -2.17115 1.68661
H -5.62102 0.89211 0.13278
H -5.04116 -1.38232 -0.26902
H -5.20778 0.04830 -1.96741
H -2.70930 1.65331 0.92282
H -2.27000 1.74734 -1.12134
H -1.23552 -2.08415 -0.69842
```

Summary:
* energy relative to the best compared isomer or geometry (same formula, charge and spin): 524.1 kJ/mol
* HOMO (alpha / beta): -8.23 / -7.59 eV
* E_LUMO (alpha / beta): -0.978 / 0.169 eV
* gap between HOMO and LUMO (alpha / beta): 7.25 / 7.76 eV